# C50H71BrFN4O7PS2

A 3-piece molecular cluster, C50H71BrFN4O7PS2 overall at a distorted geometry (wB97M-V/def2-TZVPD, the OMol25 dataset).

The calculation puts the HOMO energy at -8.016 eV. The value obtained for the total energy is -6505.01171 a.u. The LUMO energy is -0.72 eV. The multiplicity is 3. The calculation puts the HOMO-LUMO gap at 7.3 eV. As for the expectation value of S²: 2.008.

Last columns: bonded neighbours and bond lengths (Å).
Element x y z (Å)
1 C 3.861 -4.463 -0.027  C2 1.515, H45 1.083, H46 1.083, H47 1.084
2 C 4.921 -3.626 -0.714  C1 1.515, O3 1.455, H48 1.083, H49 1.084
3 O 4.291 -2.801 -1.734  C2 1.455, C4 1.369
4 C 4.477 -1.454 -1.572  O3 1.369, C5 1.402, C13 1.406
5 C 5.719 -0.926 -1.947  C4 1.402, F6 1.326, C7 1.382
6 F 6.659 -1.741 -2.405  C5 1.326
7 C 5.955 0.433 -1.852  C5 1.382, C8 1.408, C43 1.486
8 C 4.942 1.282 -1.365  C7 1.408, C9 1.416, C23 1.513
9 C 3.680 0.779 -0.964  C8 1.416, P10 1.846, C13 1.431
10 P 2.510 2.060 -0.334  C9 1.846, O11 1.639, Br12 2.252
11 O 1.369 1.245 0.513  P10 1.639, H50 0.964
12 Br 1.505 2.676 -2.254  P10 2.252
13 C 3.446 -0.626 -1.094  C4 1.406, C9 1.431, C14 1.502
14 C 2.127 -1.272 -0.779  C13 1.502, C15 1.533, H51 1.076, H52 1.082
15 C 1.123 -1.042 -1.914  C14 1.533, C16 1.512, H53 1.083, H54 1.086
16 C 1.567 -1.627 -3.236  C15 1.512, C17 1.517, H55 1.087, H56 1.087
17 C 0.673 -1.176 -4.375  C16 1.517, N18 1.452, H57 1.085, H58 1.087
18 N -0.659 -1.753 -4.326  C17 1.452, C19 1.365, C22 1.370
19 C -1.713 -1.138 -4.936  N18 1.365, C20 1.380, H59 1.071
20 C -2.845 -1.911 -4.774  C19 1.380, C21 1.407, H60 1.070
21 C -2.444 -3.028 -4.019  C20 1.407, C22 1.380, H61 1.073
22 C -1.092 -2.927 -3.766  N18 1.370, C21 1.380, H62 1.070
23 C 5.304 2.751 -1.345  C8 1.513, O24 1.197, C25 1.495
24 O 5.113 3.465 -0.403  C23 1.197
25 C 6.005 3.204 -2.585  C23 1.495, C26 1.408, C42 1.421
26 C 5.715 4.400 -3.268  C25 1.408, C27 1.509, C39 1.413
27 C 4.619 5.364 -2.883  C26 1.509, C28 1.539, H63 1.085, H64 1.082
28 C 3.721 5.650 -4.099  C27 1.539, C29 1.525, H65 1.089, H66 1.083
29 C 2.405 6.337 -3.748  C28 1.525, S30 1.813, H67 1.082, H68 1.083
30 S 1.088 5.816 -4.879  C29 1.813, C31 1.770
31 C -0.380 6.228 -3.978  S30 1.770, S32 1.657, N33 1.353
32 S -0.400 7.673 -3.167  C31 1.657
33 N -1.444 5.394 -3.969  C31 1.353, C34 1.465, C38 1.465
34 C -2.758 6.039 -3.893  N33 1.465, C35 1.510, H69 1.085, H70 1.086
35 C -3.866 5.116 -4.339  C34 1.510, O36 1.408, H71 1.080, H72 1.089
36 O -3.606 4.720 -5.665  C35 1.408, C37 1.402
37 C -2.493 3.871 -5.745  O36 1.402, C38 1.549, H73 1.089, H74 1.085
38 C -1.388 4.119 -4.689  N33 1.465, C37 1.549, H75 1.077, H76 1.087
39 C 6.505 4.687 -4.404  C26 1.413, C40 1.405, H77 1.076
40 C 7.523 3.822 -4.842  C39 1.405, C41 1.402, H78 1.078
41 C 7.787 2.625 -4.160  C40 1.402, C42 1.395, H79 1.076
42 C 7.026 2.322 -3.031  C25 1.421, C41 1.395, C43 1.478
43 C 7.229 1.067 -2.278  C7 1.486, C42 1.478, O44 1.196
44 O 8.307 0.603 -2.045  C43 1.196
45 H 3.117 -4.753 -0.758  C1 1.083
46 H 4.336 -5.331 0.413  C1 1.083
47 H 3.350 -3.865 0.720  C1 1.084
48 H 5.622 -4.267 -1.233  C2 1.083
49 H 5.428 -2.969 -0.018  C2 1.084
50 H 1.654 1.243 1.433  O11 0.964
51 H 1.720 -0.967 0.170  C14 1.076
52 H 2.268 -2.343 -0.728  C14 1.082
53 H 1.041 0.029 -2.048  C15 1.083
54 H 0.135 -1.406 -1.648  C15 1.086
55 H 1.631 -2.712 -3.215  C16 1.087
56 H 2.563 -1.294 -3.513  C16 1.087
57 H 1.157 -1.306 -5.338  C17 1.085
58 H 0.554 -0.103 -4.244  C17 1.087
59 H -1.562 -0.206 -5.443  C19 1.071
60 H -3.818 -1.666 -5.148  C20 1.070
61 H -3.096 -3.826 -3.719  C21 1.073
62 H -0.437 -3.593 -3.245  C22 1.070
63 H 5.029 6.292 -2.501  C27 1.085
64 H 3.994 4.902 -2.131  C27 1.082
65 H 3.480 4.696 -4.567  C28 1.089
66 H 4.269 6.222 -4.837  C28 1.083
67 H 2.111 6.178 -2.718  C29 1.082
68 H 2.508 7.409 -3.854  C29 1.083
69 H -2.938 6.365 -2.874  C34 1.085
70 H -2.796 6.927 -4.515  C34 1.086
71 H -4.787 5.681 -4.362  C35 1.080
72 H -3.932 4.267 -3.661  C35 1.089
73 H -2.829 2.843 -5.611  C37 1.089
74 H -2.073 3.927 -6.744  C37 1.085
75 H -0.440 3.934 -5.166  C38 1.077
76 H -1.477 3.324 -3.952  C38 1.087
77 H 6.325 5.594 -4.953  C39 1.076
78 H 8.106 4.040 -5.721  C40 1.078
79 H 8.546 1.933 -4.483  C41 1.076
80 C -1.437 -0.828 1.018  C81 1.553, H91 1.087, H92 1.092, H93 1.088
81 C -2.464 0.316 0.799  C80 1.553, C82 1.531, N86 1.495, C90 1.524
82 C -2.508 1.230 2.027  C81 1.531, C83 1.527, H94 1.095, H95 1.093
83 C -3.220 0.611 3.228  C82 1.527, C84 1.526, H96 1.094, H97 1.092
84 C -4.611 0.128 2.830  C83 1.526, C85 1.528, H98 1.092, H99 1.095
85 C -4.587 -0.824 1.635  C84 1.528, N86 1.496, C88 1.537, C89 1.523
86 N -3.813 -0.251 0.490  C81 1.495, C85 1.496, O87 1.291
87 O -4.531 0.631 -0.122  N86 1.291
88 C -3.989 -2.166 2.089  C85 1.537, H100 1.092, H101 1.089, H102 1.086
89 C -6.013 -1.135 1.200  C85 1.523, H103 1.088, H104 1.090, H105 1.091
90 C -1.940 1.128 -0.379  C81 1.524, H106 1.093, H107 1.086, H108 1.088
91 H -0.591 -0.721 0.344  C80 1.087
92 H -1.043 -0.848 2.036  C80 1.092
93 H -1.860 -1.807 0.803  C80 1.088
94 H -3.019 2.162 1.763  C82 1.095
95 H -1.487 1.506 2.300  C82 1.093
96 H -2.632 -0.212 3.644  C83 1.094
97 H -3.305 1.356 4.022  C83 1.092
98 H -5.086 -0.373 3.676  C84 1.092
99 H -5.238 0.994 2.595  C84 1.095
100 H -3.860 -2.845 1.244  C88 1.092
101 H -4.658 -2.649 2.800  C88 1.089
102 H -3.035 -2.062 2.597  C88 1.086
103 H -6.580 -0.235 0.969  C89 1.088
104 H -6.531 -1.650 2.009  C89 1.090
105 H -6.024 -1.782 0.322  C89 1.091
106 H -1.934 0.530 -1.294  C90 1.093
107 H -0.922 1.446 -0.173  C90 1.086
108 H -2.526 2.026 -0.559  C90 1.088
109 C -0.131 -4.614 6.423  C110 1.554, H120 1.089, H121 1.091, H122 1.087
110 C -1.000 -3.349 6.176  C109 1.554, C111 1.531, N115 1.495, C119 1.525
111 C -1.154 -2.546 7.470  C110 1.531, C112 1.526, H123 1.095, H124 1.092
112 C -2.103 -3.182 8.481  C111 1.526, C113 1.526, H125 1.093, H126 1.091
113 C -3.453 -3.472 7.830  C112 1.526, C114 1.528, H127 1.092, H128 1.095
114 C -3.332 -4.314 6.561  C113 1.528, N115 1.497, C117 1.540, C118 1.523
115 N -2.330 -3.735 5.612  C110 1.495, C114 1.497, O116 1.291
116 O -2.851 -2.725 5.001  N115 1.291
117 C -2.957 -5.756 6.951  C114 1.540, H129 1.091, H130 1.090, H131 1.088
118 C -4.692 -4.420 5.882  C114 1.523, H132 1.089, H133 1.089, H134 1.091
119 C -0.225 -2.497 5.176  C110 1.525, H135 1.092, H136 1.090, H137 1.089
120 H 0.819 -4.545 5.895  C109 1.089
121 H 0.095 -4.764 7.479  C109 1.091
122 H -0.605 -5.517 6.047  C109 1.087
123 H -1.527 -1.545 7.229  C111 1.095
124 H -0.169 -2.406 7.920  C111 1.092
125 H -1.668 -4.095 8.895  C112 1.093
126 H -2.243 -2.503 9.324  C112 1.091
127 H -4.106 -3.985 8.539  C113 1.092
128 H -3.945 -2.523 7.594  C113 1.095
129 H -2.764 -6.362 6.064  C117 1.091
130 H -3.785 -6.216 7.490  C117 1.090
131 H -2.089 -5.819 7.605  C117 1.088
132 H -5.120 -3.444 5.663  C118 1.089
133 H -5.385 -4.941 6.542  C118 1.089
134 H -4.622 -4.982 4.950  C118 1.091
135 H -0.131 -3.007 4.215  C119 1.092
136 H 0.775 -2.316 5.568  C119 1.090
137 H -0.693 -1.528 5.007  C119 1.089